[1]
{
  "formula": "C44H105CdN6O21",
  "method": "ωB97M-V/def2-TZVPD",
  "homo_lumo_gap_ha": 0.0602,
  "largest_force_ev_per_a": 6.6,
  "total_charge": -1,
  "symbols": ["Cd", "O", "O", "O", "O", "O", "O", "O", "O", "O", "O", "O", "O", "O", "O", "O", "O", "O", "O", "O", "O", "O", "N", "N", "N", "N", "N", "N", "C", "C", "C", "C", "C", "C", "C", "C", "C", "C", "C", "C", "C", "C", "C", "C", "C", "C", "C", "C", "C", "C", "C", "C", "C", "C", "C", "C", "C", "C", "C", "C", "C", "C", "C", "C", "C", "C", "C", "C", "C", "C", "C", "C", "H", "H", "H", "H", "H", "H", "H", "H", "H", "H", "H", "H", "H", "H", "H", "H", "H", "H", "H", "H", "H", "H", "H", "H", "H", "H", "H", "H", "H", "H", "H", "H", "H", "H", "H", "H", "H", "H", "H", "H", "H", "H", "H", "H", "H", "H", "H", "H", "H", "H", "H", "H", "H", "H", "H", "H", "H", "H", "H", "H", "H", "H", "H", "H", "H", "H", "H", "H", "H", "H", "H", "H", "H", "H", "H", "H", "H", "H", "H", "H", "H", "H", "H", "H", "H", "H", "H", "H", "H", "H", "H", "H", "H", "H", "H", "H", "H", "H", "H", "H", "H", "H", "H", "H", "H"],
  "positions_angstrom": [[0.17352, 1.24284, 5.66055], [1.36020, -0.24994, -14.70861], [1.15028, 2.35103, 1.85636], [-3.34876, -5.57752, -0.65650], [-2.95975, 7.09152, 12.09548], [0.76602, -7.52432, -8.47307], [0.03576, 1.39820, 9.97753], [2.61813, 4.87694, 13.27555], [2.21218, -1.61817, 6.03317], [8.96106, -0.37462, 3.81947], [1.07227, 2.68675, 14.20618], [-1.70268, 4.36135, 5.58762], [-2.66464, -0.74321, 4.69691], [-8.11890, 2.21162, -2.11679], [-10.14502, -1.98502, -4.55926], [1.91920, 3.15617, 9.03464], [0.64000, 3.53742, -9.80230], [-0.47596, -5.80845, 4.46770], [4.04646, -2.63003, -5.99388], [4.26447, 5.70450, 4.72906], [8.10797, -4.74644, 3.76153], [-1.93583, 8.52006, 6.00447], [-8.01368, 0.08347, -4.29457], [-2.43635, -5.02635, 2.19585], [2.06767, 1.07191, -11.26201], [6.61004, -2.38979, 3.55641], [-2.32578, 8.91710, 8.88180], [2.70833, -5.19002, -6.30931], [-1.07764, 9.12049, 8.16455], [-1.78770, 8.53892, 4.60775], [1.66554, 3.19300, 10.23406], [2.25394, 0.26541, -13.64038], [-0.54663, 2.70308, 0.16928], [-7.41334, 1.45695, -4.37477], [-1.19009, 9.54919, 6.74560], [-7.77450, 2.28846, -0.75262], [2.02621, -3.88834, -6.27785], [-2.29424, -6.28161, 2.88533], [0.63185, 2.16702, 10.79103], [-3.29501, 7.72317, 10.87841], [2.05051, -0.23807, -15.97973], [-2.09865, 8.41248, 10.23596], [1.32103, 3.46479, -11.09267], [-9.05802, -1.59844, -5.48717], [6.14023, -3.62466, 2.92957], [9.20190, -5.66760, 3.57124], [-3.75312, -6.57912, -1.60782], [-1.62421, -4.96510, 0.99692], [-0.51501, -7.97889, -8.73218], [-7.00320, 1.89136, -3.00058], [-0.91510, -6.67134, 3.41037], [1.28268, 2.80385, 12.96727], [-3.93610, 6.14530, 12.51407], [0.54590, 1.99505, 12.22873], [-10.54505, -3.33221, -4.78733], [-1.13131, -5.93683, 5.73121], [-8.77553, -0.12804, -5.48310], [4.88985, -1.75354, -5.31996], [1.57734, 3.91474, -8.80289], [2.24393, 4.18382, 11.16179], [9.51883, 0.77962, 4.45855], [0.90305, -6.58008, -7.42482], [2.33513, -5.97917, -7.55936], [7.61912, -0.13587, 3.35681], [1.38706, 0.59217, -12.47229], [2.45843, 2.43582, -11.33524], [-2.03818, -5.90736, -0.15314], [7.29662, -4.51917, 2.60776], [2.78884, -2.95456, -5.36127], [7.18594, -1.37790, 2.65812], [2.08859, 3.96126, 12.47154], [0.91250, 2.92726, 0.57914], [2.90202, -3.38086, -4.36449], [-0.92696, -7.63638, 3.91697], [0.15091, -5.80388, -7.56589], [0.55152, 1.24393, -12.72758], [-1.28660, 7.68618, 10.27013], [2.99072, -6.84701, -7.63136], [0.99887, 3.94816, -7.87966], [3.19260, 2.63867, -10.55554], [3.70398, -5.12323, -6.46523], [-0.36132, 8.30993, 8.29864], [1.77963, 4.96570, -9.00943], [-3.57038, -0.67078, 4.99793], [-0.17862, 9.56910, 6.33985], [6.89392, -5.47500, 2.27262], [2.72535, 1.17241, -14.01884], [2.52394, -5.42734, -8.48020], [-4.04885, 6.03880, 13.59298], [1.59038, 2.59791, -0.20832], [5.88051, -1.75592, -5.77459], [2.04630, -3.38075, -7.24225], [2.90722, -0.90569, -16.07147], [2.22075, -2.03778, -5.20349], [9.38037, 1.66651, 3.84022], [5.56113, -3.28334, 2.07151], [1.11457, 3.99811, 0.55549], [9.85826, -5.32508, 2.77126], [4.11861, 5.22123, 5.54233], [9.80122, -5.79141, 4.47324], [7.87599, -4.21102, 1.73743], [3.06210, 2.71641, -12.19835], [-8.61801, -0.04383, -3.49539], [-1.89248, 9.19385, 10.96743], [-0.67658, 10.03568, 8.60006], [-11.04850, -3.29949, -5.75354], [-1.77560, -3.95356, 0.62012], [4.43256, -0.77484, -5.46532], [-9.75819, -4.08066, -4.88100], [0.84403, -0.31137, -12.19510], [-11.17597, -3.71877, -3.98695], [-2.18303, -5.75742, 5.50806], [1.38038, -0.55403, -16.77923], [0.53218, 3.34912, -11.83593], [-0.97600, -8.30570, -7.80009], [-0.81723, -5.12796, 6.39089], [6.39080, -1.12994, 1.95500], [-3.70970, -7.57255, -1.16140], [-2.09575, 9.52739, 4.26697], [-1.19471, -7.23330, -9.14473], [2.59845, 3.53383, -8.78457], [-2.56190, 4.45699, 5.99852], [-2.11882, -6.90802, 0.27145], [1.52257, 0.97536, -10.41724], [-3.65533, 5.15080, 12.16733], [-0.11287, 1.27770, 12.69548], [-8.17132, 2.09379, -4.83086], [7.44739, 0.77758, 2.78740], [-2.61560, -1.60795, 4.28941], [5.50133, -4.08066, 3.68585], [2.99606, -1.65369, 5.48500], [-7.61922, 1.26126, -0.42271], [7.10746, 0.00173, 4.30936], [-4.21450, 8.27634, 11.06982], [-1.48537, 5.24074, 5.27830], [-0.93099, -6.87953, 6.24039], [-6.51882, 1.48316, -4.99706], [-2.66003, -7.10600, 2.27321], [0.72745, -7.02578, -6.44573], [-6.27836, 2.70524, -3.01806], [3.05688, -0.45415, -13.48031], [1.94030, -2.53158, 6.12263], [-1.28851, -5.90687, -0.94440], [-8.18989, -2.24153, -5.34266], [-0.55543, -5.07048, 1.18320], [4.94846, -1.97751, -4.25483], [7.93489, -1.90703, 2.06889], [-3.00889, -6.36729, 3.70389], [-3.06851, -6.51315, -2.45343], [9.04260, 0.85350, 5.43622], [7.38639, -2.65123, 4.14720], [-0.50391, -8.90735, -9.30309], [-0.72003, 8.40344, 4.43504], [-8.15844, 0.12396, -6.34553], [-1.66036, 10.50212, 6.50297], [0.98889, -3.96535, -5.95206], [10.56252, 0.54106, 4.66330], [2.71437, 5.06547, 10.75219], [-2.92533, 8.27876, 8.37865], [2.32874, 0.74186, -16.36759], [-9.50979, -1.85427, -6.44558], [-3.66717, 6.97123, 10.18258], [-3.38194, -4.77769, 1.94264], [-6.50653, 0.98797, -2.64659], [-4.79010, -6.39429, -1.88820], [3.84254, 5.17221, 4.05462], [-8.70776, 2.69565, -0.36362], [-9.69191, 0.46213, -5.47603], [-6.90299, 2.92550, -0.60176], [-4.91321, 6.40362, 12.10588], [8.88778, -6.69066, 3.36440], [-0.71012, 2.72973, -0.90806], [1.71805, 4.46845, -11.24479], [-2.37032, 7.69261, 4.24386], [-1.25928, 3.46622, 0.48206], [-0.14063, -6.70944, 2.64431], [-0.93312, 1.73953, 0.50139]],
  "lowdin_charge": [0.60, -0.19, -0.33, -0.20, -0.18, -0.20, 0.02, 0.00, -0.13, -0.21, 0.05, -0.12, -0.12, -0.21, -0.20, 0.05, -0.19, -0.21, -0.21, -0.06, -0.19, -0.23, -0.06, -0.05, -0.05, -0.07, -0.05, -0.05, -0.23, -0.12, -0.31, -0.19, -0.14, -0.20, -0.19, -0.11, -0.22, -0.23, -0.28, -0.25, -0.13, -0.20, -0.19, -0.20, -0.20, -0.09, -0.10, -0.20, -0.14, -0.21, -0.19, -0.39, -0.11, 0.09, -0.13, -0.09, -0.25, -0.12, -0.12, 0.10, -0.10, -0.21, -0.17, -0.21, -0.21, -0.23, -0.22, -0.24, -0.21, -0.21, -0.32, -0.47, 0.12, 0.12, 0.11, 0.11, 0.12, 0.11, 0.09, 0.10, 0.09, 0.12, 0.08, 0.02, 0.12, 0.11, 0.11, 0.11, 0.08, 0.08, 0.09, 0.12, 0.08, 0.12, 0.09, 0.12, 0.07, 0.08, 0.03, 0.08, 0.11, 0.12, 0.11, 0.12, 0.12, 0.08, 0.12, 0.09, 0.08, 0.12, 0.08, 0.07, 0.08, 0.11, 0.08, 0.09, 0.12, 0.08, 0.08, 0.09, 0.08, 0.02, 0.10, 0.11, 0.09, 0.14, 0.11, 0.12, 0.02, 0.12, 0.02, 0.09, 0.12, 0.12, 0.01, 0.08, 0.12, 0.10, 0.12, 0.12, 0.13, 0.02, 0.12, 0.12, 0.12, 0.09, 0.11, 0.11, 0.08, 0.08, 0.09, 0.09, 0.09, 0.13, 0.12, 0.12, 0.08, 0.13, 0.10, 0.08, 0.11, 0.11, 0.11, 0.12, 0.09, 0.03, 0.09, 0.13, 0.09, 0.08, 0.08, 0.04, 0.11, 0.09, 0.05, 0.12, 0.06]
}



[2]
{
  "formula": "C44H106B3N5O10",
  "method": "ωB97M-V/def2-TZVPD",
  "homo_lumo_gap_ha": 0.3035,
  "largest_force_ev_per_a": 4.9,
  "smiles": "CC(C)[C@@H](C)COB1OB(COCOCCO)OB(COCOCCO)O1.CCN(CC)CC.CCN(CC)CC.CCN(CC)CC.CCN(CC)CC.CCN(CC)CC",
  "symbols": ["O", "O", "O", "O", "O", "O", "O", "O", "O", "O", "N", "N", "N", "N", "N", "C", "C", "C", "C", "C", "C", "C", "C", "C", "C", "C", "C", "C", "C", "C", "C", "C", "C", "C", "C", "C", "C", "C", "C", "C", "C", "C", "C", "C", "C", "C", "C", "C", "C", "C", "C", "C", "C", "C", "C", "C", "C", "C", "C", "B", "B", "B", "H", "H", "H", "H", "H", "H", "H", "H", "H", "H", "H", "H", "H", "H", "H", "H", "H", "H", "H", "H", "H", "H", "H", "H", "H", "H", "H", "H", "H", "H", "H", "H", "H", "H", "H", "H", "H", "H", "H", "H", "H", "H", "H", "H", "H", "H", "H", "H", "H", "H", "H", "H", "H", "H", "H", "H", "H", "H", "H", "H", "H", "H", "H", "H", "H", "H", "H", "H", "H", "H", "H", "H", "H", "H", "H", "H", "H", "H", "H", "H", "H", "H", "H", "H", "H", "H", "H", "H", "H", "H", "H", "H", "H", "H", "H", "H", "H", "H", "H", "H", "H", "H", "H", "H", "H", "H"],
  "positions_angstrom": [[5.54116, -2.01913, 0.25710], [7.60313, 3.88568, 2.48078], [2.24458, 1.54653, -1.55136], [4.64182, 2.52977, -2.04738], [6.37233, -4.01126, 1.48390], [7.54842, 2.68830, 0.40035], [6.19559, 3.93189, 4.87714], [8.08262, -5.17823, 3.25363], [6.23433, 0.65078, -1.10382], [4.11061, 0.11048, -2.54295], [-6.29360, -8.73210, -9.12594], [-2.96441, -3.86266, -4.31679], [3.39407, 9.26990, 0.96572], [-5.91548, 1.19711, 8.50547], [-1.53621, 0.21447, 2.94022], [-1.22720, -4.48315, -6.02345], [-4.62421, -6.86031, -8.96733], [-7.00922, -10.41003, -7.33078], [4.73630, 8.81491, 0.58795], [-5.57453, -7.81022, -8.24028], [2.70844, 8.48487, 1.99331], [6.69703, -3.05579, 2.57648], [3.30404, 10.72368, 1.13030], [-0.59491, -0.28773, 1.93503], [-7.14921, 1.00801, 9.27412], [-4.07926, 0.18324, 9.96799], [-1.60293, -4.35686, -4.54802], [0.36257, 1.20654, -4.05827], [-7.08198, 1.23163, 10.78325], [0.23186, 2.43933, -2.98552], [8.22600, 3.75541, 1.15438], [5.57952, 4.80168, 3.82501], [-5.43041, 2.58116, 8.52590], [-3.16948, -4.61415, -1.87889], [4.11443, 11.35790, 2.25857], [6.85622, 3.28262, -0.75788], [-3.21476, -3.49739, -2.91945], [1.57863, 2.73807, -2.09965], [-1.79329, 2.70095, 2.40184], [1.68992, 1.34051, -5.06527], [-0.93250, 0.37022, 4.26785], [0.59158, 0.60244, 1.57197], [-5.46961, -9.55383, -10.01369], [-4.43550, -10.47199, -9.36847], [-4.04382, -4.60717, -4.96708], [5.29672, -1.86964, -1.19876], [7.40773, -3.95919, 3.79146], [5.34542, -3.44578, 0.58223], [-1.94175, 0.62442, 5.38626], [-4.18086, -6.08963, -4.63209], [-4.31525, 2.86634, 7.52135], [-2.40273, 1.30469, 2.48981], [-7.38373, -9.44438, -8.45294], [0.26089, -0.29704, -3.40113], [-1.14647, 2.25565, -2.07383], [3.39267, 8.34672, 3.35031], [6.41092, 4.75112, 2.39684], [4.79805, 7.35441, 0.14392], [-4.90547, 0.15315, 8.68534], [5.85955, 2.07058, -1.35116], [5.22642, -0.28058, -1.64745], [3.64841, 1.43856, -2.01089], [-3.79636, -7.39453, -9.44109], [-4.18852, -6.15566, -8.25178], [5.52890, 5.93117, 4.15780], [-4.06376, -5.23720, -1.91595], [4.46308, 8.14423, 3.26516], [-5.00250, -4.11211, -4.76682], [1.32884, 0.01721, 1.01003], [5.81081, 7.11487, -0.19564], [4.11102, 7.16349, -0.68653], [-5.01069, -8.34788, -7.47055], [-3.27107, 1.35553, 3.15928], [4.26059, -2.36854, -1.44374], [-1.37991, 3.29924, -1.56430], [-5.08561, 2.87296, 9.52362], [7.63022, 3.52925, -1.60506], [-7.90864, -10.67812, -6.76422], [0.44419, -1.06127, -4.29952], [1.96438, 2.45760, -5.29158], [-6.59207, 0.40138, 11.29313], [-0.18704, 1.17248, 4.28028], [-4.67942, -6.24081, -3.67354], [1.10123, 1.00149, 2.45317], [-4.63183, -0.23215, 10.81201], [2.53277, 7.47603, 1.59812], [-5.15151, -6.28061, -9.73152], [-0.40301, -0.55695, 4.52563], [4.55967, 6.66875, 0.96137], [-2.47644, -2.73758, -2.63052], [-1.35342, -3.53039, -6.54731], [3.61645, 11.19128, 0.18709], [-6.26310, 3.25064, 8.27117], [-2.69425, -0.16933, 5.42871], [-7.54495, 0.00294, 9.08611], [-3.88366, -9.98512, -8.56071], [3.25224, 9.23776, 3.96396], [-4.18237, -2.98731, -2.84415], [6.69170, 5.85141, 2.07844], [-6.59158, -11.33917, -7.72011], [-1.19899, 2.82385, 1.49523], [1.32363, 0.88296, -6.10507], [-3.40192, 2.31387, 7.75752], [-6.56853, 2.16028, 11.04684], [-4.94415, -8.88921, -10.71152], [-1.14059, -0.53593, 1.01702], [7.53217, -2.30049, 2.22244], [5.45617, 8.96455, 1.39967], [-3.21978, -6.60929, -4.61373], [5.08732, 9.41760, -0.26059], [1.24459, 3.39106, -1.15793], [8.72877, -4.91063, 2.52483], [-3.18494, -0.43671, 9.84172], [-0.89052, -3.65071, -4.10051], [-1.82303, -5.24528, -6.53268], [-0.57419, 1.30434, -4.79180], [-4.21257, 0.19200, 7.83495], [-7.97894, -9.98623, -9.19741], [2.94674, 7.51162, 3.90155], [-4.80117, -6.58019, -5.39016], [-0.17706, -4.77925, -6.11237], [-6.30686, -7.18253, -7.71477], [-3.74214, 1.18911, 10.22996], [-0.19899, -1.24792, 2.29163], [-4.06445, 3.93173, 7.54162], [-3.70281, -10.78359, -10.12091], [5.37939, -4.03200, -0.45256], [4.30618, -3.62142, 1.09768], [-3.12800, -4.17630, -0.87470], [1.08893, -0.54239, -2.60588], [0.03833, 3.42275, -3.63348], [-4.62552, 2.61328, 6.50263], [2.25296, 11.01234, 1.24872], [4.15053, 12.44431, 2.11635], [-2.59385, 3.44739, 2.35682], [6.24692, 4.25722, -0.51909], [4.45580, 4.44785, 3.65954], [3.65740, 11.18113, 3.23283], [2.58940, 0.67255, -4.72368], [-8.07178, -8.69599, -8.03775], [-4.89322, -11.38322, -8.98067], [-0.82067, -0.56926, -2.99018], [-7.90969, 1.68724, 8.86645], [-1.17038, 2.94532, 3.26574], [8.25594, 4.78924, 0.58681], [6.20085, -2.38160, -1.75147], [-2.83617, 1.04895, 1.51463], [9.34821, 3.44594, 1.33183], [5.92063, 2.96831, 4.70233], [-1.43656, -5.32344, -4.06063], [5.74079, -2.53222, 3.01643], [1.69917, 8.88676, 2.14854], [-2.28909, -5.25327, -1.98809], [5.14794, 11.00192, 2.28357], [2.29510, 3.45159, -2.72151], [-1.42460, 0.64944, 6.35078], [-1.07371, 1.36612, -1.31236], [-2.04513, 2.06972, -2.83646], [-2.45071, 1.58451, 5.26643], [6.60036, -4.35450, 4.55869], [-6.30018, -9.97394, -6.62184], [0.29230, 1.43313, 0.93191], [8.22573, -3.35208, 4.37203], [-6.11842, -10.15673, -10.66161], [-8.09850, 1.29861, 11.18824], [-5.37819, -0.83311, 8.59553], [5.67761, 4.28564, 1.60022], [-3.92146, -4.51528, -6.05399]],
  "lowdin_charge": [-0.18, -0.15, 0.01, 0.20, -0.17, -0.15, -0.13, -0.15, 0.20, 0.17, -0.19, -0.19, -0.19, -0.19, -0.19, -0.09, -0.08, -0.09, -0.26, -0.28, -0.25, -0.16, -0.25, -0.25, -0.25, -0.09, -0.27, -0.34, -0.09, -0.29, -0.20, -0.18, -0.27, -0.09, -0.09, -0.09, -0.25, -0.15, -0.09, -0.09, -0.27, -0.09, -0.25, -0.09, -0.25, -0.08, -0.19, -0.20, -0.10, -0.08, -0.10, -0.25, -0.25, -0.10, -0.10, -0.09, -0.17, -0.10, -0.25, -0.26, -0.30, -0.46, 0.07, 0.06, 0.12, 0.05, 0.06, 0.12, 0.07, 0.07, 0.08, 0.09, 0.10, 0.14, 0.09, 0.09, 0.14, 0.07, 0.09, 0.09, 0.05, 0.09, 0.06, 0.07, 0.05, 0.10, 0.08, 0.12, 0.05, 0.10, 0.08, 0.11, 0.12, 0.08, 0.11, 0.07, 0.06, 0.11, 0.13, 0.05, 0.05, 0.09, 0.06, 0.07, 0.10, 0.11, 0.14, 0.09, 0.07, 0.12, 0.14, 0.11, 0.07, 0.11, 0.06, 0.14, 0.09, 0.11, 0.07, 0.06, 0.07, 0.12, 0.07, 0.11, 0.07, 0.07, 0.15, 0.15, 0.07, 0.08, 0.15, 0.08, 0.11, 0.07, 0.07, 0.12, 0.13, 0.05, 0.08, 0.11, 0.05, 0.08, 0.11, 0.07, 0.15, 0.15, 0.11, 0.16, 0.12, 0.10, 0.14, 0.12, 0.07, 0.07, 0.14, 0.07, 0.07, 0.09, 0.05, 0.13, 0.07, 0.04, 0.12, 0.11, 0.07, 0.12, 0.12, 0.09]
}